Entry 1:
A molecular structure, C11H20FI at a distorted geometry, computed with ωB97M-V with the def2-TZVPD basis set.

Results
2S+1 = 1
LUMO level = 0.576 eV

Geometry as XYZ:
```
33
C11H20FI, DFT ωB97M-V with the def2-TZVPD basis set
C 0.45 -2.30 0.56
C -0.66 -1.14 0.72
C 1.87 -1.80 0.81
C -0.51 0.04 -0.25
C 0.81 0.82 -0.09
C 2.15 -0.66 -0.10
C -0.83 -0.44 -1.70
C 1.17 1.80 -1.17
C 0.94 1.40 1.26
C -3.15 0.52 -0.02
C -1.67 0.98 0.18
F 2.02 -1.04 -1.45
I 4.12 0.31 0.03
H 0.24 -2.93 1.31
H 0.33 -2.70 -0.37
H -1.55 -1.67 0.58
H -0.55 -0.83 1.82
H 1.97 -1.48 1.85
H 2.54 -2.73 0.79
H -1.59 0.15 -2.15
H -1.08 -1.47 -1.82
H 0.11 -0.22 -2.44
H 1.80 1.40 -1.95
H 1.80 2.62 -0.69
H 0.16 2.10 -1.56
H 1.98 1.78 1.49
H 0.59 0.86 2.20
H 0.57 2.34 1.28
H -3.75 0.74 -0.98
H -3.70 1.16 0.59
H -3.15 -0.49 0.17
H -1.73 0.89 1.26
H -1.69 2.00 -0.15
```

Atomic partial charges in e from the Löwdin method, atoms 1 to 6: C -0.145; C -0.112; C -0.221; C -0.455; C -0.381; C -0.671

=====

Entry 2:
A molecular structure, C2H9N3 at a distorted geometry, computed with ωB97M-V with the def2-TZVPD basis set.

Results
2S+1 = 1
LUMO level = 1.147 eV

Geometry as XYZ:
```
14
C2H9N3, DFT ωB97M-V with the def2-TZVPD basis set
C -1.94 0.00 0.17
C -0.52 0.65 -0.16
N 0.64 -1.35 0.26
N 2.07 0.81 -0.25
N 0.60 0.03 0.53
H -2.69 0.11 -0.65
H -1.78 -1.06 0.25
H -2.47 0.25 1.06
H -0.25 0.62 -1.20
H -0.56 1.65 0.14
H 1.64 -1.72 0.45
H 0.25 -1.56 -0.71
H 2.22 1.43 0.47
H 2.79 0.15 -0.38
```

Atomic partial charges in e from the Löwdin method, atoms 1 to 6: C -0.070; C -0.268; N -0.047; N 0.062; N -0.183; H 0.075

=====

Entry 3:
2 unconnected molecules or ions with the total composition C5H13NO at a distorted geometry, computed with ωB97M-V with the def2-TZVPD basis set.

Results
2S+1 = 1
LUMO level = 0.837 eV
SMILES = CCC(N)=O.CC

Geometry as XYZ:
```
20
C5H13NO, DFT ωB97M-V with the def2-TZVPD basis set
C -1.36 1.70 0.32
C -2.61 1.97 1.27
H -1.71 1.03 -0.49
H -0.99 2.63 -0.10
H -0.67 1.17 1.03
H -3.56 1.41 1.05
H -2.43 1.70 2.26
H -2.93 2.98 1.08
C 0.75 -0.97 -1.14
C 0.38 -2.20 -0.33
C 2.04 -0.25 -0.79
O 2.39 0.70 -1.46
N 2.89 -0.77 0.19
H 0.90 -1.36 -2.23
H -0.15 -0.37 -1.38
H 0.31 -2.00 0.79
H 0.97 -3.16 -0.44
H 3.78 -0.31 0.34
H 2.64 -1.61 0.67
H -0.64 -2.30 -0.62
```

Atomic partial charges in e from the Löwdin method, atoms 1 to 6: C -0.143; C -0.160; H 0.049; H 0.061; H 0.074; H 0.070

=====

Calculated E_HOMO, -0.3235 -0.3008 -0.3539 hartree (same order as the records).
Calculated energy above the lowest of the compared OMol25 structures with the same formula, charge and spin, 111.2 374.0 105.7 kJ/mol (same order as the records).
Calculated gap between HOMO and LUMO, 9.378 9.332 10.468 eV (same order as the records).